1.
Molecular formula: C49H45N4P2SV
Method: DFT, ωB97M-V with the def2-TZVPD basis set

Structure (XYZ):
```
102
Properties=species:S:1:pos:R:3
V -0.172 2.356 1.546
C 2.574 0.058 -1.580
C 1.930 1.232 -1.053
N 1.713 1.471 0.232
C 2.102 0.482 1.079
C 2.853 -0.747 0.634
C 3.156 -0.816 -0.701
C 3.174 -1.771 1.666
C 3.049 -1.588 2.952
C 2.463 -0.368 3.429
C 2.018 0.540 2.595
N 1.226 1.774 2.902
C 1.260 2.398 4.155
C 2.043 2.104 5.097
C 2.024 2.930 6.345
C 1.202 4.108 6.460
C 0.363 4.351 5.352
C -0.340 5.533 5.335
C -1.244 5.824 4.233
C -1.331 4.864 3.250
N -0.558 3.678 3.206
C 0.243 3.460 4.246
H 2.742 -0.199 -2.692
H 1.357 2.080 -1.550
H 3.722 -1.557 -1.267
H 3.726 -2.612 1.315
H 3.484 -2.104 3.772
H 2.299 -0.066 4.773
H 3.049 1.526 5.320
H 2.757 2.720 7.127
H 1.426 4.716 7.249
H -0.352 6.186 6.022
H -1.835 6.606 3.808
H -1.834 4.846 2.202
C -1.244 1.469 -4.816
C -0.640 1.550 -3.677
P 0.118 4.467 0.537
C -0.301 4.474 -1.202
C 0.549 4.773 -2.245
C 0.112 4.979 -3.556
C -1.259 4.778 -3.914
C -2.036 4.199 -2.926
C -1.620 4.055 -1.609
C 1.818 5.248 0.735
C 2.666 4.786 1.777
C 3.767 5.531 2.218
C 4.096 6.731 1.508
C 3.248 7.206 0.560
C 2.067 6.510 0.244
P -0.976 -9.575 -1.968
C -0.254 -7.858 -2.273
C 1.134 -7.648 -2.092
C 1.699 -6.424 -2.496
C 0.939 -5.358 -2.966
C -0.496 -5.530 -2.952
C -1.034 -6.741 -2.687
C -2.474 -9.582 -2.994
C -3.634 -10.312 -2.533
C -4.869 -10.124 -3.127
C -5.031 -9.198 -4.166
C -3.936 -8.532 -4.696
C -2.624 -8.835 -4.165
H -1.070 2.228 -5.525
H -2.103 0.753 -4.976
H 0.178 2.236 -3.504
H -1.009 0.941 -2.854
H 1.591 4.938 -2.023
H 0.799 5.351 -4.298
H -1.656 4.844 -4.959
H -3.021 3.896 -3.310
H -2.186 3.537 -0.864
H 2.490 3.754 1.991
H 4.397 5.083 3.001
H 4.978 7.259 1.895
H 3.456 8.140 0.052
H 1.443 7.026 -0.451
H 1.802 -8.558 -1.950
H 2.764 -6.322 -2.536
H 1.439 -4.468 -3.333
H -1.198 -4.800 -3.364
H -2.085 -6.798 -2.689
H -3.577 -10.899 -1.690
H -5.641 -10.628 -2.596
H -6.071 -9.094 -4.483
H -4.032 -7.875 -5.558
H -1.784 -8.344 -4.573
S -3.515 1.738 2.818
C -2.024 1.545 2.116
C -1.183 -0.754 -0.412
C -1.728 -0.692 1.012
C -0.898 -1.751 1.860
C -3.241 -0.934 0.936
N -1.320 0.725 1.474
H -0.987 -1.766 -0.718
H -0.233 -0.107 -0.463
H -1.964 -0.297 -1.072
H -1.204 -2.730 1.793
H -0.983 -1.503 2.894
H 0.076 -1.764 1.622
H -3.365 -1.917 0.553
H -3.755 -0.234 0.327
H -3.654 -0.816 1.873
```

Properties
net charge = -2
E = -112597.236 eV
largest force on an atom = 12.1 eV Å⁻¹
orbital gap (spin up / spin down) = 0.1599 / 0.1637 hartree
2S+1 = 3
HOMO level (spin up / spin down) = -0.87 / -0.87 eV

=====

2.
Molecular formula: C49H45N5O6P2PtS
Method: DFT, ωB97M-V with the def2-TZVPD basis set

Structure (XYZ):
```
109
Properties=species:S:1:pos:R:3
Pt -0.281 0.148 -0.081
C 2.726 -0.636 1.325
N 2.617 0.243 2.460
C 1.335 0.617 3.014
P -0.156 -0.072 2.218
C -0.323 -1.761 2.812
C 0.664 -2.379 3.570
C 0.498 -3.698 3.975
C -0.646 -4.395 3.622
C -1.635 -3.777 2.862
C -1.473 -2.467 2.457
C -1.421 0.883 3.092
C -1.750 2.164 2.654
C -2.663 2.927 3.360
C -3.260 2.414 4.505
C -2.938 1.139 4.944
C -2.017 0.372 4.242
C 3.713 0.329 3.355
C 3.864 1.479 4.131
C 4.925 1.593 5.015
C 5.856 0.571 5.132
C 5.708 -0.573 4.364
C 4.639 -0.703 3.487
P 2.020 -0.023 -0.265
C 2.691 1.619 -0.617
C 3.422 2.364 0.304
C 3.879 3.631 -0.040
C 3.604 4.161 -1.290
C 2.874 3.419 -2.211
C 2.422 2.155 -1.880
C 2.877 -1.167 -1.394
C 3.992 -0.702 -2.096
C 4.754 -1.577 -2.857
C 4.424 -2.921 -2.915
C 3.334 -3.390 -2.198
C 2.563 -2.526 -1.439
H 2.283 -1.637 1.457
H 3.783 -0.785 1.109
H 1.175 1.702 2.991
H 1.260 0.321 4.068
H 1.567 -1.851 3.851
H 1.267 -4.179 4.564
H -0.769 -5.424 3.931
H -2.520 -4.326 2.571
H -2.225 -1.996 1.832
H -1.324 2.545 1.737
H -2.920 3.918 3.009
H -3.978 3.010 5.054
H -3.398 0.737 5.837
H -1.771 -0.622 4.593
H 3.156 2.293 4.034
H 5.029 2.492 5.608
H 6.687 0.664 5.818
H 6.421 -1.382 4.453
H 4.529 -1.617 2.917
H 3.643 1.968 1.283
H 4.458 4.199 0.677
H 3.963 5.148 -1.551
H 2.662 3.819 -3.194
H 1.878 1.581 -2.621
H 4.283 0.335 -2.062
H 5.607 -1.198 -3.403
H 5.017 -3.600 -3.512
H 3.069 -4.439 -2.232
H 1.710 -2.908 -0.902
C -5.385 -2.092 -6.039
C -4.140 -1.589 -5.364
C -3.322 -2.449 -4.639
C -2.149 -2.001 -4.048
C -1.795 -0.669 -4.185
C -2.599 0.215 -4.896
C -3.767 -0.247 -5.475
S -0.286 -0.078 -3.485
O 0.471 -1.226 -3.082
O 0.296 0.861 -4.408
N -0.740 0.725 -2.115
C -0.595 2.104 -1.966
C -0.753 3.119 -2.917
C -0.526 4.418 -2.519
C -0.159 4.703 -1.204
C -0.076 3.656 -0.316
N -0.321 2.399 -0.691
H -5.729 -3.025 -5.594
H -5.192 -2.282 -7.097
H -6.191 -1.361 -5.983
H -3.600 -3.491 -4.536
H -1.514 -2.674 -3.490
H -2.300 1.248 -5.014
H -4.392 0.435 -6.040
H -1.001 2.876 -3.936
H -0.625 5.221 -3.238
H 0.047 5.713 -0.880
H 0.195 3.811 0.722
O -0.767 -4.026 -0.900
N -0.902 -2.840 -0.687
O -1.905 -2.199 -1.030
O 0.012 -2.230 -0.010
O -2.345 0.605 0.399
N -3.479 0.057 -0.024
C -3.795 0.010 -1.323
C -5.006 -0.520 -1.717
C -5.892 -0.997 -0.768
C -5.542 -0.918 0.574
C -4.327 -0.384 0.924
H -3.044 0.397 -1.991
H -5.228 -0.553 -2.773
H -6.842 -1.420 -1.064
H -6.206 -1.265 1.352
H -3.969 -0.269 1.938
```

Properties
energy above the lowest of the compared OMol25 structures with the same formula, charge and spin = 11.57 kJ/mol
net charge = +1
E = -103929.537 eV
largest force on an atom = 0.7 eV Å⁻¹
orbital gap (spin up / spin down) = 0.2680 / 0.2689 hartree
2S+1 = 2
HOMO level (spin up / spin down) = -10.42 / -10.51 eV